Arrangement P

ORCA calculation (ωB97M-V/def2-TZVPD) on an isolated ion of composition C3H10N2O and charge +1.

Its expectation value of S² is 0.755. As for the HOMO energy (spin up / spin down): -14.238 / -14.058 eV. For the HOMO-LUMO gap (spin up / spin down), the calculation gives 11.263 / 5.910 eV.

```
! wB97M-V def2-TZVPD RIJCOSX def2/J DEFGRID3
* xyz 1 2
C -0.69376 0.13570 -0.16944
N 0.37492 0.33049 0.77180
C 0.61496 1.62363 1.31028
O 2.02712 1.80683 1.46755
C -0.24823 -1.03919 -1.13670
N -1.06650 -2.21656 -0.90318
H -0.93243 1.01329 -0.76224
H -1.61788 -0.14991 0.34159
H 0.64570 -0.50362 1.27585
H 0.21616 2.42047 0.68064
H 0.26262 1.80223 2.33326
H 2.42709 1.92809 0.58962
H -0.34334 -0.61070 -2.13492
H 0.78247 -1.32509 -0.96364
H -0.54905 -3.02664 -1.20788
H -1.89985 -2.18902 -1.49258
*
```

=====

Arrangement Q

ORCA calculation (ωB97M-V/def2-TZVPD) on an isolated ion of composition C3H10N2O and charge +1.

Its expectation value of S² is 0.756. As for the HOMO energy (spin up / spin down): -14.395 / -14.070 eV. For the HOMO-LUMO gap (spin up / spin down), the calculation gives 11.436 / 5.504 eV.

```
! wB97M-V def2-TZVPD RIJCOSX def2/J DEFGRID3
* xyz 1 2
N 1.21921 -0.60779 1.25823
C 0.57962 0.07736 0.22270
C 0.20665 -0.68512 -1.05773
O 1.42788 -1.38272 -1.40254
C -0.72875 0.72938 0.80714
N -1.55788 1.36004 -0.21480
H 0.67168 -1.22419 1.86142
H 2.08245 -1.09258 1.00564
H 1.32809 0.81087 -0.08177
H -0.55160 -1.45483 -0.86646
H -0.26036 0.02188 -1.75425
H 1.45735 -1.16640 -2.35110
H -1.25016 0.03368 1.46484
H -0.46140 1.58040 1.46618
H -2.30834 0.74544 -0.49660
H -1.85443 2.25461 0.13908
*
```

=====

Arrangement R

ORCA calculation (ωB97M-V/def2-TZVPD) on a 2-piece molecular cluster, C3H10N2O overall.

Its expectation value of S² is 0.765. As for the HOMO energy (spin up / spin down): -15.141 / -14.412 eV. For the HOMO-LUMO gap (spin up / spin down), the calculation gives 12.028 / 5.550 eV.

```
! wB97M-V def2-TZVPD RIJCOSX def2/J DEFGRID3
* xyz 1 2
C -1.42170 -0.37376 0.94235
N -0.18543 -0.69572 0.39960
C 0.75053 -1.25208 1.43138
H -1.53132 -0.76887 1.93978
H -1.57640 0.70575 0.93838
H -2.33236 -0.64569 0.37370
H -0.36976 -1.51815 -0.15837
H 0.81474 -2.29020 1.43896
H 0.42178 -0.82972 2.41580
H 1.75660 -0.75399 1.33415
C 0.96602 1.32572 -2.30244
N 0.19503 1.48090 -1.10042
O 0.78318 0.44510 -3.16070
H 1.55593 2.15765 -2.67020
H 0.60581 2.36326 -0.87227
H -0.43265 0.64980 -0.94970
*
```

=====

Least stable: arrangement R

=====

Arrangement P

ORCA calculation (ωB97M-V/def2-TZVPD) on a 2-piece molecular cluster, C2H3N4 overall.

As for the HOMO energy (spin up / spin down): -16.544 / -14.807 eV. For the HOMO-LUMO gap (spin up / spin down), the calculation gives 11.582 / 5.407 eV.

```
! wB97M-V def2-TZVPD RIJCOSX def2/J DEFGRID3
* xyz 1 1
C 1.10593 0.22902 -0.52614
C -0.25444 0.75797 0.05792
N 1.17532 -0.48589 0.73853
N 0.58732 -1.05163 -0.30849
N -0.00807 0.03726 1.26704
N -0.68741 -0.58558 0.17198
H 1.88562 0.46233 -1.31091
H -0.95233 1.54756 -0.09690
H -2.85194 -0.91104 0.00697
*
```

=====

Arrangement Q

ORCA calculation (ωB97M-V/def2-TZVPD) on C2H3N4 as an isolated structure.

As for the HOMO energy (spin up / spin down): -15.875 / -16.210 eV. For the HOMO-LUMO gap (spin up / spin down), the calculation gives 6.499 / 8.327 eV.

```
! wB97M-V def2-TZVPD RIJCOSX def2/J DEFGRID3
* xyz 1 1
C -1.64410 0.43182 0.96869
C 0.29125 0.16564 1.12973
N -0.79081 0.44997 1.88830
N -1.37880 0.05724 -0.31921
N -0.03109 0.05092 -0.17329
N 0.70707 -0.32498 -1.26361
H 1.31700 -0.06590 1.33745
H 0.07650 -0.89585 -1.81157
H 1.45298 0.13114 -1.75649
*
```

=====

Least stable: arrangement P

=====

Arrangement P

ORCA calculation (ωB97M-V/def2-TZVPD) on a 2-piece molecular cluster, C6H8N2O2 overall.

Its structure (SMILES) is O=c1cc[nH]c(=O)[nH]1.C=C. As for the HOMO energy: -7.744 eV. For the HOMO-LUMO gap, the calculation gives 8.030 eV.

```
! wB97M-V def2-TZVPD RIJCOSX def2/J DEFGRID3
* xyz 0 1
O -1.27888 -1.32439 -0.95979
C -0.16938 -0.75854 -0.69980
C -0.32202 0.66184 -0.71792
C 0.87363 1.32644 -0.55755
N 2.07579 0.83159 -0.36572
C 2.16738 -0.54472 -0.16623
O 3.13473 -1.08489 0.46436
N 1.06068 -1.26437 -0.34969
H -1.26125 1.34447 -0.76040
H 0.60804 2.49087 -0.41007
H 2.80592 1.23888 0.19371
H 0.97306 -2.26765 -0.04573
C -1.26617 0.05998 1.11444
C -2.28536 -0.29192 0.34644
H -1.20267 1.04869 1.55224
H -0.46541 -0.62081 1.34669
H -3.07130 0.43366 0.10657
H -2.37681 -1.27912 -0.09155
*
```

=====

Arrangement Q

ORCA calculation (ωB97M-V/def2-TZVPD) on one molecule with the formula C6H8N2O2.

Its structure (SMILES) is CC=C=C(C)/N=C/[N+](=O)[O-]. As for the HOMO energy: -9.440 eV. For the HOMO-LUMO gap, the calculation gives 8.014 eV.

```
! wB97M-V def2-TZVPD RIJCOSX def2/J DEFGRID3
* xyz 0 1
C 2.84150 1.80261 0.41596
C 2.29023 0.42609 0.53810
C 1.06820 0.13162 0.20425
C -0.22201 -0.26605 0.18573
C -0.82725 -0.47392 1.66900
N -0.85128 -0.64063 -0.95379
C -2.10989 -1.02927 -1.09758
N -2.67392 -1.14279 -2.38305
O -1.92998 -1.23124 -3.34965
O -3.91475 -1.16349 -2.45522
H 3.78835 1.95033 -0.19972
H 3.16818 2.03226 1.37758
H 1.97844 2.32705 0.09807
H 3.12251 -0.21029 0.72425
H -1.25935 -1.39092 1.55967
H -1.57890 0.33806 1.73086
H 0.07323 -0.25997 2.25128
H -2.96331 -1.19945 -0.31573
*
```

=====

Arrangement R

ORCA calculation (ωB97M-V/def2-TZVPD) on one molecule with the formula C6H8N2O2.

Its structure (SMILES) is O=C1CCN2C(=O)CCN12. As for the HOMO energy: -9.154 eV. For the HOMO-LUMO gap, the calculation gives 9.911 eV.

```
! wB97M-V def2-TZVPD RIJCOSX def2/J DEFGRID3
* xyz 0 1
O -1.05225 1.00147 2.29484
C -0.23698 0.72047 1.39956
C 0.71891 1.70576 0.76007
C 1.65012 0.74859 0.07238
N 0.84787 -0.45315 -0.27915
C 0.18645 -0.55471 -1.47474
O 0.45443 -0.07218 -2.56185
C -1.07127 -1.51448 -1.14479
C -1.26821 -1.25668 0.29969
N -0.10035 -0.47885 0.75811
H 0.31735 2.41190 -0.05272
H 1.00067 2.43053 1.50723
H 2.61252 0.40798 0.66570
H 1.97937 1.28686 -0.89979
H -1.94229 -1.21292 -1.77380
H -0.75564 -2.56218 -1.41104
H -2.18052 -0.58402 0.30303
H -1.35558 -2.18224 0.97174
*
```

=====

Arrangement S

ORCA calculation (ωB97M-V/def2-TZVPD) on a 2-piece molecular cluster, C6H8N2O2 overall.

Its structure (SMILES) is N#C[C@]12C[C@H]1N(C=O)C2.O. As for the HOMO energy: -9.952 eV. For the HOMO-LUMO gap, the calculation gives 10.396 eV.

```
! wB97M-V def2-TZVPD RIJCOSX def2/J DEFGRID3
* xyz 0 1
N -2.59047 0.41601 1.12187
C -1.61596 0.32833 0.47715
C -0.27181 0.04467 0.05249
C 0.16223 -1.28006 -0.53962
C 0.77172 -0.83666 0.74482
N 1.76487 0.18602 0.50781
C 3.10194 0.15973 0.54203
O 3.81782 1.05983 0.12046
C 0.82904 1.10525 -0.14357
H -0.57014 -2.08223 -0.45070
H 0.75429 -1.27180 -1.45703
H 0.69886 -1.36739 1.69289
H 3.50207 -0.72808 1.07160
H 0.66616 2.01361 0.44798
H 1.08153 1.35482 -1.18273
O -4.16647 0.57315 -1.25546
H -4.24236 0.54743 -0.23225
H -3.69332 -0.22261 -1.51774
*
```

=====

Least stable: arrangement Q

=====

Arrangement P

ORCA calculation (ωB97M-V/def2-TZVPD) on one molecule with the formula C4H4O2.

Its structure (SMILES) is C#C[C@@H](O)C=O. As for the HOMO energy: -10.304 eV. For the HOMO-LUMO gap, the calculation gives 10.955 eV.

```
! wB97M-V def2-TZVPD RIJCOSX def2/J DEFGRID3
* xyz 0 1
C 2.05231 -0.39870 -0.45960
C 1.11023 0.04353 0.14731
C -0.23520 0.39113 0.65295
O -0.66942 1.66981 0.31522
C -1.06497 -0.67285 -0.06971
O -1.75956 -0.37181 -1.00903
H 2.87485 -0.78688 -1.01753
H -0.30009 0.26752 1.74077
H -1.09567 1.57649 -0.55431
H -0.91249 -1.71826 0.25392
*
```

=====

Arrangement Q

ORCA calculation (ωB97M-V/def2-TZVPD) on one molecule with the formula C4H4O2.

As for the HOMO energy (spin up / spin down): -9.765 / -9.765 eV. For the HOMO-LUMO gap (spin up / spin down), the calculation gives 7.660 / 7.660 eV.

```
! wB97M-V def2-TZVPD RIJCOSX def2/J DEFGRID3
* xyz 0 1
C 0.21616 -0.80543 1.64601
C -1.02488 0.36169 -1.15320
C 0.20720 0.56114 -0.80838
C 0.92174 0.09039 0.36815
O -0.40263 -0.20714 2.43249
O 0.46583 -1.96204 1.19409
H -1.52945 0.97355 -1.95545
H -1.68489 -0.35591 -0.75218
H 0.83651 1.42787 -1.01746
H 1.99442 -0.08412 0.04592
*
```

=====

Arrangement R

ORCA calculation (ωB97M-V/def2-TZVPD) on one molecule with the formula C4H4O2.

Its structure (SMILES) is O=C=C[C@@H]1CO1. As for the HOMO energy: -8.960 eV. For the HOMO-LUMO gap, the calculation gives 9.795 eV.

```
! wB97M-V def2-TZVPD RIJCOSX def2/J DEFGRID3
* xyz 0 1
O -0.74947 2.30275 -0.38502
C -1.01234 1.16485 -0.29506
C -1.17658 -0.14890 -0.20797
C 0.12382 -0.92890 -0.16878
C 1.11668 -0.09675 0.52247
O 1.06813 -0.18144 -0.91465
H -2.18955 -0.50220 -0.24603
H 0.14505 -2.02720 -0.16292
H 0.57301 0.71222 0.94584
H 2.10126 -0.29442 0.91212
*
```

=====

Arrangement S

ORCA calculation (ωB97M-V/def2-TZVPD) on one molecule with the formula C4H4O2.

As for the HOMO energy: -8.756 eV. For the HOMO-LUMO gap, the calculation gives 9.671 eV.

```
! wB97M-V def2-TZVPD RIJCOSX def2/J DEFGRID3
* xyz 0 1
O -0.23280 2.27111 0.21637
C -0.32571 0.96855 0.26913
O -0.55521 0.24272 1.37516
C 0.39028 -0.60832 0.63164
C -0.20791 -1.21091 -0.54568
C 0.24231 0.22067 -0.75971
H 1.34614 -0.74985 1.11911
H 0.39814 -1.90972 -1.11126
H -1.27291 -1.43006 -0.51462
H 0.21766 2.20581 -0.68013
*
```

=====

Least stable: arrangement S